The following is a quantum chemistry calculation of 11 unconnected molecules or ions with the total composition H22O11, from the Open Molecules 2025 dataset.

Structure (XYZ):
```
33
Properties=species:S:1:pos:R:3:forces:R:3:lowdin_charge:R:1
H -0.54399 -0.11417 0.49337 0.130 -0.263 0.156 0.002
H 0.69151 -0.08498 -0.39136 -0.187 0.101 -0.345 0.038
H -0.84051 -4.35751 -1.08641 0.222 -0.422 0.011 0.045
H -1.27602 -4.34708 0.36971 0.040 0.108 -0.383 0.057
H -2.77778 4.45728 -1.37181 -0.032 0.084 0.137 0.062
H -2.18633 3.12845 -0.93085 0.246 0.015 -0.134 0.050
H 5.45335 -0.65672 -0.22964 0.009 0.290 0.318 0.024
H 5.36025 0.44591 -1.27155 -0.062 0.423 -0.030 0.048
H 3.95600 -1.56186 -0.25304 -0.160 -0.135 0.242 0.050
H 3.80007 -1.37259 1.24693 0.144 -0.128 -0.015 0.060
H 3.47396 2.09770 1.74910 -0.005 0.032 -0.121 0.028
H 3.89577 3.47789 1.27244 -0.089 -0.043 -0.031 0.035
H -4.02034 -2.51071 -0.44975 0.147 -0.110 0.016 0.049
H -3.20793 -3.13398 -1.57294 -0.128 -0.073 0.031 0.048
H -2.07998 -0.05886 1.88463 -0.257 -0.165 -0.023 0.073
H -1.23086 -0.59606 3.02500 0.110 0.026 0.026 0.074
H -3.49693 3.26033 0.66822 -0.198 0.351 -0.110 -0.008
H -4.62259 2.72558 -0.20182 -0.041 0.078 0.169 0.027
H -1.46782 -2.24183 1.01083 0.329 0.356 -0.285 0.036
H -1.38072 -1.72387 -0.41541 0.379 -0.061 0.262 0.030
H 2.08721 1.32844 -1.89406 0.028 0.087 -0.057 0.031
H 1.02061 2.40798 -1.81038 0.015 -0.067 0.028 0.041
O -0.25130 -0.28446 -0.40903 0.339 0.611 -0.054 -0.057
O -0.68904 -3.90101 -0.25115 4.362 -6.247 -1.525 -0.079
O -2.33654 4.03118 -0.62834 0.538 -0.073 -0.378 -0.053
O 4.91812 0.10240 -0.48700 0.974 1.918 -1.815 -0.098
O 4.40905 -1.71623 0.58357 -0.952 -2.390 1.312 -0.078
O 3.14442 2.87427 1.28291 0.083 -0.004 0.076 -0.063
O -3.37864 -3.20764 -0.62720 -5.011 -2.422 -2.589 -0.082
O -1.38008 -0.69278 2.07771 0.029 0.653 0.855 -0.043
O -4.45221 3.13282 0.65499 -0.451 -0.524 0.295 -0.078
O -1.76947 -2.42875 0.11470 -0.787 7.879 3.972 -0.214
O 1.17877 1.52084 -2.15236 0.234 0.112 -0.013 -0.054
```
Forces are in eV/Å.

The total charge is 0. The SMILES is O.O.O.O.O.O.O.O.O.O.O. The value obtained for the calculated total energy is -840.5959 Eh. The HOMO energy is -6.79 eV.

***

The following is a quantum chemistry calculation of a molecular structure, C9H6Br12ClF6NO4P, from the Open Molecules 2025 dataset.

Structure (XYZ):
```
40
Properties=species:S:1:pos:R:3:forces:R:3:lowdin_charge:R:1
O 0.80891 -2.31001 1.24656 1.795 3.358 -8.431 0.043
C 1.15456 -1.74057 0.09055 0.773 -1.115 6.721 -0.166
O 2.42349 -0.94631 0.10209 -4.279 -1.547 0.224 -0.132
C 0.38372 -1.86282 -1.34633 1.903 -1.506 -1.247 -0.074
F 0.66748 -3.25289 -1.86354 -0.809 5.237 1.008 -0.170
F 1.08385 -0.94556 -2.31627 -2.772 -2.800 2.876 -0.087
C -1.23912 -1.66772 -1.30229 -2.562 -1.163 -0.856 -0.107
F -1.84687 -1.66373 0.04659 2.503 -0.066 -4.115 0.029
F -1.82052 -2.84709 -2.04730 1.975 3.736 2.511 0.005
C -1.79789 -0.32490 -2.08027 -1.151 1.426 -1.193 -0.107
F -1.52295 -0.40307 -3.56368 0.016 0.231 4.488 -0.011
F -1.21648 0.93713 -1.48738 -1.006 -4.179 -1.909 -0.016
C -3.45964 -0.16480 -1.97835 -5.045 2.840 0.406 -0.367
O -3.89339 1.12548 -2.01986 3.132 -6.783 0.120 -0.275
N -4.42499 -1.32650 -1.90022 3.672 3.892 2.584 -0.247
P -5.54746 -1.19268 -0.52267 -0.668 -1.605 -2.421 0.501
O -5.50685 -2.75709 0.28706 2.147 2.258 0.471 -0.451
Cl -4.90293 0.19628 0.94746 0.551 -1.176 0.321 0.043
H 2.22102 0.01666 -0.08576 0.042 -1.488 0.083 0.015
H -4.71126 -2.73144 0.90341 -1.228 -0.365 -1.066 0.022
C -5.05466 4.33467 1.04224 0.556 -0.397 -0.116 -1.592
Br -4.49384 2.96180 -0.21671 -0.208 1.380 0.165 0.633
Br -5.39419 6.03332 0.15710 -0.030 -0.176 0.181 0.510
Br -6.57436 3.75913 2.11144 0.224 0.158 -0.193 0.518
H -4.22025 4.49520 1.73291 -0.466 0.035 -0.248 -0.029
C 4.73269 1.74025 -1.41162 0.218 -0.191 -0.267 -1.551
Br 4.62379 3.45334 -2.32687 0.005 -0.351 0.262 0.559
Br 4.72827 1.95118 0.52219 -0.074 0.025 -0.489 0.553
Br 3.34830 0.51114 -2.00885 1.097 1.229 -0.645 0.774
H 5.69517 1.29374 -1.68234 -0.431 0.232 0.137 -0.022
C 2.20493 -6.22638 0.43370 -0.385 0.091 0.149 -1.585
Br 2.16957 -8.17099 0.39533 0.085 0.352 -0.005 0.534
Br 3.95109 -5.52432 -0.05841 -0.406 -0.173 0.061 0.548
Br 0.78372 -5.45505 -0.64756 0.714 -1.225 0.879 0.713
H 2.01891 -5.92360 1.46943 0.116 -0.138 -0.474 -0.021
C 4.90493 4.95933 3.99084 -0.113 0.098 0.171 -1.600
Br 4.86957 3.01472 3.95248 0.021 0.474 0.036 0.532
Br 6.65109 5.66139 3.49873 -0.420 -0.199 0.071 0.546
Br 3.48372 5.73066 2.90959 0.412 -0.252 0.236 0.559
H 4.71891 5.26211 5.02658 0.097 -0.159 -0.484 -0.026
```
Forces are in eV/Å.

The total charge is -1. The value obtained for the calculated total energy is -32990.9995 Eh. The HOMO energy is -4.72 eV.

***

The following is a quantum chemistry calculation of a molecular structure, C24H56N5NiO9, from the Open Molecules 2025 dataset.

Structure (XYZ):
```
95
Properties=species:S:1:pos:R:3:forces:R:3:lowdin_spin:R:1
Ni 0.57626 3.07132 -1.55747 -0.448 -3.519 0.808 1.374
C 1.23119 -0.92705 -1.04388 0.045 0.701 -0.998 0.000
C 1.20586 0.10917 0.08174 -0.505 -0.735 -0.312 0.043
C 2.34129 -0.29002 1.04334 -0.408 0.896 0.325 0.033
O 1.21172 1.44498 -0.37175 0.884 1.250 -0.228 0.500
H 1.49482 -0.44440 -1.98497 -0.358 0.447 -0.107 0.000
H 0.24061 -1.36537 -1.16527 0.304 -0.499 -0.047 0.001
H 2.07126 -1.61927 -0.98734 -0.503 -0.573 0.573 0.000
H 0.27859 0.00107 0.64440 -0.289 -0.022 0.149 0.015
H 2.33796 0.40035 1.88683 0.807 0.405 -0.231 0.000
H 3.23980 -0.40528 0.43711 0.368 0.454 0.578 0.000
H 2.17604 -1.24020 1.55124 -0.457 -0.274 -0.580 0.002
C -8.27051 -2.23827 3.19089 -0.892 -1.145 -0.488 0.000
O -7.69649 -1.24383 2.34865 -0.071 -1.180 1.569 0.000
C -7.26304 -1.75725 1.12221 1.319 1.940 -0.129 0.000
C -5.81889 -2.27003 1.02655 0.565 -1.960 1.807 0.000
O -4.82956 -1.37495 1.54941 -0.627 0.840 -0.179 0.000
C -3.61417 -1.88528 2.07542 0.941 0.097 -1.244 0.000
C -2.67646 -0.82037 2.63852 -0.834 -0.478 1.176 0.000
O -3.17536 -0.20885 3.82918 0.300 0.675 -0.521 0.000
C -4.24274 0.75679 3.68536 0.387 -0.697 0.007 0.000
H -9.24214 -2.57170 2.82641 -0.911 1.039 -0.098 0.000
H -8.36643 -1.97729 4.24483 0.336 0.421 -0.323 0.000
H -7.89074 -3.25585 3.09920 1.610 0.143 0.255 0.000
H -7.17973 -0.80765 0.59360 -0.479 -0.128 -0.949 0.000
H -7.99797 -2.43262 0.68419 0.184 -0.142 -0.234 0.000
H -5.65890 -2.66522 0.02339 0.325 0.771 -0.615 0.000
H -5.64139 -3.18242 1.59589 -0.582 -0.369 0.411 0.000
H -3.02076 -2.27716 1.24934 0.100 -0.377 -0.467 0.000
H -3.61855 -2.70932 2.78889 -1.123 0.029 0.292 0.000
H -2.25066 -0.17751 1.86811 -0.529 0.745 -0.073 0.000
H -1.81311 -1.39089 2.98093 0.098 -0.120 0.103 0.000
H -4.00073 1.73431 4.10247 0.628 0.023 -0.127 0.000
H -5.06895 0.40832 4.30507 -0.278 -0.171 -0.478 0.000
H -4.48484 0.83935 2.62580 -0.437 0.102 0.191 0.000
C -2.58433 2.16034 -0.85787 -2.181 -0.703 -0.673 0.000
O -1.44251 2.20914 -1.28155 0.865 0.066 -0.467 0.013
N -3.59746 1.35310 -1.34572 3.117 1.595 1.371 -0.001
C -4.90371 1.49333 -0.89870 -2.721 0.196 1.335 0.000
C -3.50438 0.43093 -2.42443 1.175 -0.405 -0.982 0.000
H -2.93420 2.83188 -0.05860 -0.052 -0.227 -0.035 0.000
H -5.23089 0.65301 -0.28640 -0.067 -0.701 -0.533 0.000
H -5.51129 1.62506 -1.79403 -0.555 -0.039 0.309 0.000
H -5.15003 2.27315 -0.17807 0.724 0.731 -0.402 0.000
H -4.17290 -0.42146 -2.30352 0.109 0.058 0.359 0.000
H -3.78425 0.91245 -3.36140 -0.024 0.100 -0.160 0.000
H -2.47345 0.08813 -2.51253 -0.042 -0.108 -0.064 0.000
C 4.79985 5.57345 1.82294 -1.696 0.280 -3.445 0.000
O 4.67613 5.71364 0.58115 1.085 0.055 2.530 0.000
N 4.35242 4.47273 2.44416 -1.715 -1.118 1.034 0.000
C 3.70074 4.64970 3.76747 0.042 -1.982 -0.951 0.000
C 3.75513 3.31124 1.70895 1.548 0.311 -0.301 0.000
H 5.11672 6.35945 2.52579 0.299 -0.026 -0.308 0.000
H 4.25185 5.28712 4.45890 -0.302 -0.132 -0.132 0.000
H 3.59200 3.60577 4.06155 0.780 0.035 1.167 0.000
H 2.62828 4.80675 3.65228 -0.032 1.343 -0.118 0.000
H 3.86043 2.40630 2.30737 0.222 0.170 0.283 0.000
H 2.71104 3.30479 1.39603 -0.236 0.901 0.218 -0.001
H 4.35130 3.15654 0.80964 -0.057 0.088 -0.011 0.000
C 6.87167 0.80108 -2.03661 0.974 -0.560 -1.402 0.000
O 8.02235 0.38003 -2.21456 -2.167 0.686 0.947 0.000
N 5.73347 0.01917 -1.99790 2.081 0.317 -0.045 0.000
C 4.40585 0.49888 -2.29626 0.597 0.703 0.254 0.000
C 5.93880 -1.37432 -1.79979 -1.161 -2.197 -0.436 0.000
H 6.63554 1.87602 -2.00582 0.093 0.040 0.033 0.000
H 4.48682 1.48435 -2.75495 0.039 0.186 0.203 0.000
H 3.84215 0.59191 -1.36799 -0.501 -0.128 -0.260 0.000
H 3.91793 -0.10671 -3.06001 -0.063 -0.368 0.279 0.000
H 5.43872 -1.95826 -2.57246 -0.405 0.128 -0.390 0.000
H 6.92843 -1.82613 -1.86744 0.343 1.156 0.361 0.000
H 5.44298 -1.72573 -0.89492 0.161 0.094 0.422 0.000
C 3.26080 -4.86472 1.01200 0.096 0.020 -0.099 0.000
O 2.46523 -5.28585 0.22002 -0.675 -0.557 -1.192 0.000
N 2.89780 -4.28545 2.16137 1.866 1.925 1.690 0.000
C 3.95177 -3.63824 3.04409 -0.927 -0.249 -1.195 0.000
C 1.54777 -3.96291 2.49866 -2.018 -0.240 0.235 0.000
H 4.34768 -4.92098 0.84549 0.072 -0.008 0.189 0.000
H 3.95735 -4.07931 4.04085 -0.053 0.146 -0.080 0.000
H 3.76131 -2.56508 3.05675 -0.287 0.017 0.452 0.000
H 4.94387 -3.68805 2.59538 -0.096 -0.594 -0.073 0.000
H 1.13918 -4.65806 3.23208 0.192 0.122 0.430 0.000
H 1.32871 -2.94271 2.81377 1.023 0.204 0.677 0.000
H 0.76548 -3.98805 1.74004 0.792 -0.731 -1.024 0.000
C 0.38679 1.07189 -4.12609 -1.382 0.123 -0.707 0.003
O 0.43306 1.98814 -3.29122 0.808 0.048 -0.364 0.019
N 0.24038 1.21878 -5.43926 -0.434 1.440 -1.187 -0.001
C -0.17081 0.02908 -6.26319 1.638 0.036 0.916 0.000
C 0.16957 2.53589 -6.10811 -1.136 0.311 -0.824 0.000
H 0.25850 -0.00668 -3.94595 0.457 0.215 1.128 0.000
H -0.76058 0.16986 -7.16897 -0.074 0.853 0.404 0.000
H -0.69231 -0.65560 -5.59434 0.087 -0.127 -0.275 0.000
H 0.79852 -0.36547 -6.56789 -0.328 -0.660 -0.272 0.000
H 0.43256 3.44528 -5.56781 0.132 -0.681 0.648 0.000
H 0.63944 2.64690 -7.08534 0.936 -0.869 0.222 0.000
H -0.85654 2.65690 -6.45532 -0.434 0.125 0.498 0.000
```
Forces are in eV/Å.

The total charge is +1. Its spin multiplicity is 3. The value obtained for the calculated total energy is -3406.7892 Eh. The HOMO energy (alpha / beta) is -11.04 / -11.03 eV.